Here is C22H44BrF2IN5O9P3S4 as an isolated structure at a distorted geometry from the OMol25 dataset. Energies are from ωB97M-V/def2-TZVPD.

- energy above the lowest of the compared OMol25 structures with the same formula, charge and spin (kcal per mole) = 65.8
- LUMO energy (eV) = -2.26
- frontier orbital gap (eV) = 6.6140
- largest force on an atom (Eh/bohr) = 0.06773
- net charge = 0

Each line ends with the Löwdin charge.
CARTESIAN COORDINATES (ANGSTROEM)
C (3.703, -2.018, 1.841)  -0.10
C (2.604, -0.990, 2.197)  -0.25
C (2.933, 0.507, 1.774)  -0.24
C (2.902, 1.407, 3.032)  -0.07
C (2.327, 1.005, 0.401)  -0.43
O (3.331, 1.914, -0.047)  -0.07
N (2.230, -0.202, -0.423)  -0.09
P (3.558, -0.731, -1.459)  0.97
C (5.236, -0.363, -0.799)  -0.22
O (3.539, 0.363, -2.757)  -0.31
C (0.972, -0.649, -0.729)  -0.31
N (0.708, -1.145, -1.917)  0.14
C (-0.542, -1.646, -2.464)  -0.10
C (-1.547, -0.651, -3.082)  -0.84
O (-2.642, -0.705, -2.739)  0.03
Br (-1.123, 0.600, -4.509)  0.76
N (-0.026, -0.452, 0.225)  -0.11
C (-0.902, -1.525, 0.678)  -0.24
C (-0.321, -2.980, 0.702)  -0.15
C (-1.413, -3.860, 1.418)  -0.18
C (-2.693, -4.090, 0.567)  -0.18
C (-3.912, -3.239, 1.016)  -0.29
N (-4.657, -3.859, 2.123)  -0.02
C (-0.176, 0.875, 0.804)  -0.72
I (-2.157, 1.460, -0.145)  1.01
P (-0.659, 1.001, 2.629)  0.39
S (-0.165, -0.431, 3.848)  0.26
C (1.003, 1.862, 0.348)  -0.43
C (1.059, 3.251, 1.048)  -0.23
C (-0.233, 4.088, 1.255)  -0.25
C (0.220, 5.585, 1.449)  -0.14
C (-1.097, 6.407, 1.607)  -0.18
O (-1.822, 6.423, 0.373)  -0.01
C (-3.138, 6.694, 0.524)  -0.54
C (-3.951, 6.735, -0.781)  0.02
O (-3.683, 6.921, 1.548)  0.13
P (0.588, 2.446, -1.449)  0.37
S (2.015, 3.257, -2.478)  0.25
H (3.558, -2.883, 2.518)  0.08
H (3.635, -2.440, 0.822)  0.06
H (4.723, -1.660, 2.072)  0.08
H (2.583, -0.957, 3.300)  0.08
H (1.603, -1.320, 1.907)  0.03
H (4.021, 0.415, 1.582)  0.12
H (3.353, 2.410, 2.864)  0.08
H (3.556, 0.937, 3.788)  0.10
H (1.932, 1.572, 3.516)  0.03
H (3.605, 2.468, 0.697)  0.11
H (5.938, -0.909, -1.456)  0.06
H (5.424, -0.657, 0.238)  0.02
H (5.445, 0.709, -0.972)  0.05
H (2.598, 0.522, -2.936)  -0.01
H (1.481, -1.202, -2.580)  0.11
H (-0.282, -2.293, -3.334)  0.16
H (-1.088, -2.373, -1.843)  0.12
H (-1.401, -1.427, 1.650)  0.06
H (-1.774, -1.587, -0.017)  0.09
H (-0.050, -3.365, -0.295)  0.11
H (0.572, -3.067, 1.346)  0.10
H (-1.682, -3.372, 2.376)  0.11
H (-0.894, -4.793, 1.698)  0.11
H (-3.000, -5.138, 0.736)  0.12
H (-2.457, -3.925, -0.497)  0.09
H (-4.591, -3.213, 0.134)  0.11
H (-3.652, -2.192, 1.250)  0.10
H (-5.305, -4.559, 1.767)  0.07
H (-5.273, -3.167, 2.549)  0.06
H (-0.126, 2.175, 3.228)  -0.01
H (-2.066, 1.158, 2.762)  -0.03
H (1.580, 3.299, 2.017)  0.10
H (1.695, 3.874, 0.381)  0.09
H (-0.972, 4.117, 0.447)  0.04
H (-0.791, 3.868, 2.183)  0.09
H (0.815, 5.683, 2.373)  0.13
H (0.745, 5.971, 0.560)  0.13
H (-1.646, 5.953, 2.446)  0.13
H (-0.783, 7.444, 1.823)  0.14
H (-4.149, 5.725, -1.176)  0.09
H (-4.928, 7.183, -0.553)  0.09
H (-3.468, 7.355, -1.553)  0.09
H (-0.418, 3.435, -1.412)  -0.03
H (0.060, 1.369, -2.191)  -0.11
N (-1.171, -5.425, -5.113)  -0.31
S (0.031, -6.395, -4.758)  0.48
O (-0.222, -7.792, -4.890)  -0.28
O (0.883, -5.986, -3.679)  -0.31
F (0.947, -6.106, -6.028)  -0.20
S (-2.344, -5.508, -4.073)  0.45
O (-3.551, -4.900, -4.534)  -0.30
O (-2.020, -5.253, -2.698)  -0.32
F (-2.748, -7.041, -4.070)  -0.18

=====

Here is C26H46Cl2O2P2Rh as an isolated structure at a distorted geometry from the OMol25 dataset. Energies are from ωB97M-V/def2-TZVPD.

- energy above the lowest of the compared OMol25 structures with the same formula, charge and spin (kcal per mole) = 73.3
- multiplicity = 5
- LUMO energy (alpha / beta) (eV) = -3.15 / -5.02
- frontier orbital gap (alpha / beta) (eV) = 7.1066 / 5.8857
- largest force on an atom (Eh/bohr) = 0.08743
- net charge = +1

Each line ends with the Löwdin charge.
CARTESIAN COORDINATES (ANGSTROEM)
Rh (-0.038, 0.160, 0.797)  1.07
C (1.322, -1.720, 0.459)  -0.21
C (0.230, -2.063, 1.357)  -0.19
C (-0.713, -1.470, -0.686)  -0.25
C (0.722, -1.380, -0.806)  -0.23
C (-1.031, -1.881, 0.657)  -0.23
C (2.787, -2.067, 0.742)  -0.01
H (3.098, -1.895, 1.788)  0.09
H (3.507, -1.512, 0.110)  0.09
H (2.986, -3.144, 0.541)  0.11
C (1.384, -1.351, -2.177)  -0.05
H (2.451, -1.618, -2.140)  0.06
H (1.279, -0.386, -2.715)  0.05
H (0.937, -2.107, -2.860)  0.09
C (-1.594, -1.702, -1.913)  -0.06
H (-1.316, -2.669, -2.399)  0.10
H (-1.479, -0.935, -2.699)  0.06
H (-2.667, -1.807, -1.688)  0.05
C (-2.387, -2.358, 1.165)  0.00
H (-2.302, -3.081, 1.997)  0.09
H (-2.971, -2.874, 0.379)  0.09
H (-3.027, -1.536, 1.535)  0.09
C (0.370, -2.779, 2.714)  -0.09
H (0.340, -3.826, 2.617)  0.11
H (-0.445, -2.523, 3.450)  0.11
H (1.358, -2.576, 3.208)  0.11
C (1.075, 1.978, 1.376)  -0.17
C (1.638, 0.882, 2.008)  -0.15
C (1.459, 0.675, 3.513)  -0.14
C (-0.078, 0.707, 3.931)  -0.17
C (-1.005, 0.358, 2.788)  -0.15
C (-1.520, 1.315, 1.864)  -0.20
C (-1.210, 2.782, 2.049)  -0.19
C (0.290, 3.059, 2.125)  -0.17
H (2.006, 1.349, 4.124)  0.12
H (-0.329, 1.607, 4.391)  0.10
H (1.918, -0.315, 3.806)  0.12
H (0.633, 3.141, 3.166)  0.11
H (1.504, 2.456, 0.453)  0.13
H (2.544, 0.368, 1.617)  0.12
H (0.483, 4.060, 1.703)  0.12
H (-1.617, 3.361, 1.206)  0.12
H (-2.614, 1.131, 1.812)  0.13
H (-1.711, 3.183, 2.945)  0.13
H (-0.227, -0.061, 4.727)  0.03
H (-1.660, -0.516, 2.966)  0.11
P (3.873, 0.964, -3.627)  0.80
C (5.155, 0.228, -4.752)  -0.34
H (5.953, 0.957, -4.973)  0.04
H (4.724, -0.071, -5.718)  0.04
H (5.635, -0.656, -4.305)  0.03
C (3.547, 2.406, -4.749)  -0.33
H (4.491, 2.843, -5.115)  0.04
H (2.986, 3.208, -4.248)  0.03
H (2.962, 2.094, -5.630)  0.04
C (5.141, 1.781, -2.542)  -0.34
H (5.886, 2.324, -3.146)  0.04
H (5.685, 1.033, -1.940)  0.03
H (4.698, 2.508, -1.847)  0.03
P (-4.267, 0.485, -2.957)  0.80
C (-5.840, -0.366, -2.462)  -0.33
H (-6.708, 0.114, -2.939)  0.04
H (-5.990, -0.322, -1.371)  0.03
H (-5.836, -1.425, -2.761)  0.03
C (-4.856, 2.212, -2.630)  -0.34
H (-5.830, 2.399, -3.110)  0.04
H (-4.143, 2.948, -3.036)  0.04
H (-4.985, 2.422, -1.558)  0.03
C (-4.642, 0.604, -4.774)  -0.33
H (-5.577, 1.160, -4.956)  0.04
H (-4.767, -0.381, -5.247)  0.04
H (-3.834, 1.132, -5.307)  0.03
Cl (0.421, -0.108, 7.143)  0.65
C (-0.026, -1.618, 6.272)  -1.03
Cl (-1.778, -1.790, 6.073)  0.65
C (0.807, -1.784, 5.032)  -0.33
O (1.910, -2.273, 5.153)  0.12
O (0.504, -1.039, 3.084)  -0.39
H (0.323, -2.413, 6.941)  0.08

=====

Here is C10H17Br4FNO2 as an isolated structure at a distorted geometry from the OMol25 dataset. Energies are from ωB97M-V/def2-TZVPD.

- LUMO energy (eV) = -5.28
- frontier orbital gap (eV) = 6.1443
- largest force on an atom (Eh/bohr) = 0.23994
- net charge = +1

Each line ends with the Löwdin charge.
CARTESIAN COORDINATES (ANGSTROEM)
O (-3.758, -1.518, 0.184)  -0.31
C (-2.848, -1.003, 1.037)  -0.16
F (-2.816, -1.536, 2.434)  -0.01
C (-1.816, 0.188, 0.505)  -0.16
C (-0.706, 0.549, 1.654)  -0.21
C (-1.016, 2.114, 2.033)  0.15
N (0.192, 2.572, 2.519)  -0.15
O (0.149, 3.847, 2.950)  0.06
C (1.370, 1.582, 2.477)  -0.05
C (0.895, 0.496, 1.315)  -0.10
H (-2.481, 1.163, 0.334)  0.13
H (-1.374, -0.111, -0.537)  0.08
H (-0.750, 0.008, 2.706)  0.17
H (-2.052, 2.682, 1.931)  0.20
H (-0.562, 3.844, 3.672)  0.18
H (1.379, 1.036, 3.534)  0.16
H (2.407, 2.116, 2.364)  0.16
H (1.302, 0.902, 0.296)  0.11
H (1.304, -0.531, 1.734)  0.13
Br (-3.254, -0.655, -1.526)  1.03
C (-2.342, -0.137, -3.171)  -0.62
C (-2.743, -1.029, -4.323)  -0.69
Br (-1.857, -2.762, -4.216)  0.60
H (-1.270, -0.154, -2.961)  0.05
H (-2.656, 0.896, -3.356)  0.06
H (-2.415, -0.599, -5.274)  0.06
H (-3.819, -1.222, -4.369)  0.05
Br (1.982, -2.667, -0.632)  0.61
C (3.905, -2.340, -0.682)  -0.67
C (4.239, -0.960, -0.163)  -0.69
Br (3.833, 0.410, -1.489)  0.62
H (4.230, -2.508, -1.711)  0.06
H (4.340, -3.110, -0.037)  0.06
H (5.313, -0.869, 0.021)  0.06
H (3.694, -0.696, 0.748)  0.03